The following is a quantum chemistry calculation of 9 unconnected molecules or ions with the total composition C40H107N9O11 in a non-equilibrium geometry, from the OMol25 dataset.

```
167
Properties=species:S:1:pos:R:3
C 12.34 -0.46 5.34
C 16.45 2.95 13.71
H 11.76 5.52 -2.46
C 11.05 -4.87 7.17
N 17.98 5.92 4.59
H 21.87 -1.53 2.70
C 28.44 7.82 11.37
H 31.71 7.36 14.62
C 20.15 -2.25 3.92
H 10.34 10.88 1.54
C 30.91 7.63 15.30
H 10.11 4.64 0.49
H 19.26 7.18 2.76
C 30.99 5.34 15.86
N 16.92 3.68 -2.36
N 16.72 1.11 15.34
H 23.63 -4.37 1.74
H 11.99 0.57 5.42
H 19.40 3.78 -1.51
H 19.70 3.47 0.19
H 31.27 7.95 16.28
H 19.79 -0.21 4.03
C 16.60 5.87 4.05
H 17.13 12.95 9.55
H 27.54 5.89 9.85
H 6.50 14.88 1.86
H 19.37 10.38 8.72
O 30.14 6.46 15.63
H 12.28 -3.24 5.51
C 15.45 3.52 11.52
H 7.44 11.33 -0.08
H 29.42 9.47 12.88
O 20.28 4.20 4.75
C 11.96 -2.75 6.43
C 20.42 9.83 10.53
H 18.57 8.67 2.20
H 15.39 2.81 13.92
H 15.56 2.28 -1.64
H 18.65 5.76 3.84
C 16.91 1.52 -3.16
H 11.49 4.74 -4.97
H 15.54 6.72 2.27
H 12.85 -2.65 7.05
H 5.48 14.88 0.31
H 29.30 6.61 13.08
H 22.40 -3.55 0.75
N 8.44 11.27 0.05
H 10.56 -1.39 5.51
H 31.90 5.64 16.38
H 10.99 7.13 -2.60
H 16.06 6.38 4.85
H 17.99 5.84 6.58
C 8.45 13.52 0.70
H 17.15 0.81 12.17
O 10.20 6.02 -1.10
H 18.40 9.51 9.84
H 16.62 3.83 14.33
H 19.25 7.57 1.04
O 27.19 7.22 11.19
H 10.06 -5.15 7.54
C 6.46 14.86 0.77
C 16.99 0.45 13.19
H 27.96 5.22 11.42
H 29.28 7.49 10.77
H 17.90 1.75 -3.56
H 16.52 7.88 3.13
H 7.89 5.65 -4.10
H 13.36 -0.43 5.74
H 8.65 14.34 1.40
C 18.66 7.61 1.96
C 19.77 4.90 5.87
O 21.94 -3.51 2.78
H 28.00 7.68 13.46
H 22.47 10.52 10.94
H 20.02 -4.41 4.10
H 16.04 -0.07 13.17
H 18.24 1.76 14.21
H 18.51 -1.17 4.31
N 20.95 8.51 10.10
H 20.39 5.74 6.19
C 10.58 4.85 -0.47
N 11.05 -0.61 7.48
H 20.22 9.94 11.59
H 10.44 5.91 -5.65
C 10.46 5.09 -4.93
H 16.77 1.86 16.01
H 10.83 12.08 0.21
C 17.16 1.66 14.06
H 8.53 11.79 2.06
H 9.48 4.41 -3.09
O 10.96 -3.49 7.03
H 21.32 11.79 10.73
C 8.83 12.18 1.09
C 19.37 -3.54 4.19
H 18.68 -3.82 3.38
C 30.12 8.81 14.68
H 22.13 3.65 3.91
C 22.91 -3.55 1.72
C 10.82 6.06 -2.48
C 21.65 4.17 4.75
O 16.62 3.24 12.25
H 15.67 3.07 10.55
H 21.91 3.77 5.73
H 6.87 15.81 0.42
H 26.34 5.23 11.13
H 28.30 8.89 11.26
H 10.46 3.96 -1.10
H 14.69 2.84 11.92
H 17.19 0.93 -0.36
H 11.64 4.76 -0.28
H 8.47 6.50 -2.80
O 7.02 13.59 0.35
O 18.98 1.83 -0.92
H 30.78 9.65 14.88
H 17.23 2.67 0.06
H 21.95 8.58 9.96
N 29.92 8.68 13.27
H 15.80 0.71 15.32
H 8.60 10.28 0.18
H 9.80 4.33 -5.35
H 11.82 -5.12 7.90
H 31.21 4.77 14.96
H 20.59 -2.27 1.77
C 10.28 11.88 1.13
H 15.07 4.54 11.60
H 10.73 12.57 1.85
C 16.62 2.37 -1.89
H 16.68 4.36 -1.64
C 9.87 5.31 -3.57
H 16.17 4.88 3.88
H 16.56 11.32 9.99
H 12.46 -0.89 4.34
H 18.83 -3.70 5.12
C 19.75 3.02 -0.81
H 17.87 4.21 5.95
H 20.87 7.86 10.87
H 23.43 -2.60 1.63
H 11.74 -0.89 8.16
C 28.94 7.62 12.91
C 27.22 5.82 10.89
H 16.91 0.44 -3.04
H 9.00 13.70 -0.23
O 17.52 6.70 1.86
C 16.48 6.84 2.80
H 20.79 2.76 -0.99
C 17.56 1.91 -0.65
C 19.14 10.31 9.79
H 19.86 4.24 6.73
H 29.22 8.99 15.27
H 17.28 11.53 8.49
H 20.76 -2.22 4.82
H 21.81 10.93 9.32
N 8.70 6.12 -3.71
C 11.42 -1.30 6.18
C 21.57 10.79 10.38
H 16.09 1.72 -3.85
C 17.37 11.88 9.52
H 11.28 -5.33 6.20
C 18.28 5.20 5.75
H 17.80 -0.26 13.33
C 21.12 -2.32 2.72
H 17.93 3.70 -2.45
H 30.41 4.69 16.52
H 10.30 -1.17 7.86
O 18.51 11.51 10.31
H 22.10 5.16 4.65
N 19.36 -1.08 3.77
```

Summary:
- ΔE to the lowest compared entry with this formula, charge and spin (eV) = 6.605
- F_max (Eh/bohr) = 0.06737
- LUMO (eV) = 0.350
- spin multiplicity = 1
- net charge = 0
- energy (a.u.) = -2908.1650
- orbital gap (eV) = 9.027
- HOMO energy (hartree) = -0.3189